# 1
The following is a DFT calculation (wB97M-V/def2-TZVPD) of one molecule with the formula C2H3N3.

The geometry in XYZ format:
```
8
Properties=species:S:1:pos:R:3:nbo_charge:R:1
C -1.045 0.520 -0.046 -0.148
C 0.200 1.085 0.034 -0.084
H -2.115 0.810 -0.021 0.234
H 0.388 2.138 0.140 0.224
H 2.151 0.248 -0.138 0.434
N 1.118 0.070 -0.029 -0.374
N 0.397 -1.096 0.039 -0.057
N -0.852 -0.806 0.002 -0.229
```

Its spin multiplicity is 1. The total energy is -6591.3169 eV. The SMILES is c1c[nH]nn1. The energy above the lowest of the compared OMol25 structures with the same formula, charge and spin is 121.42 kJ/mol. For the molar mass, the calculation gives 69.1 Da.



# 2
The following is a DFT calculation (wB97M-V/def2-TZVPD) of a 2-piece molecular cluster, C2H7NO2 overall.

The geometry in XYZ format:
```
12
Properties=species:S:1:pos:R:3:nbo_charge:R:1
O 0.387 0.109 -1.005 -0.797
C -0.089 0.622 0.074 0.045
C 0.684 0.716 1.359 -0.336
N -0.120 0.289 2.528 -0.888
H -1.088 1.106 0.119 0.065
H 1.611 0.145 1.227 0.160
H 0.980 1.772 1.564 0.125
H -0.146 -0.723 2.560 0.329
H 0.379 0.555 3.397 0.301
H -0.741 -0.851 -3.557 0.501
H -1.106 -2.281 -3.957 0.460
O -0.750 -1.460 -4.311 -0.963
```

Its spin multiplicity is 2. The total energy is -7771.2297 eV. The energy above the lowest of the compared OMol25 structures with the same formula, charge and spin is 86.53 kJ/mol. The net charge is -1. For the molar mass, the calculation gives 77.1 Da.



# 3
The following is a DFT calculation (wB97M-V/def2-TZVPD) of C6H11IN2Si as an isolated structure.

The geometry in XYZ format:
```
21
Properties=species:S:1:pos:R:3:nbo_charge:R:1
C -0.150 1.517 -3.495 -0.189
C -0.373 0.584 -2.514 0.012
C 0.897 2.519 -1.856 0.167
C -0.633 -1.621 0.053 -1.109
C -0.890 1.206 1.423 -1.109
C 1.933 -0.024 0.837 -1.110
N 0.572 2.577 -3.051 -0.433
N 0.147 0.873 -1.330 -0.852
Si 0.132 0.115 0.240 1.778
I 1.945 3.683 -0.571 0.271
H -0.474 1.496 -4.516 0.211
H -0.922 -0.328 -2.670 0.212
H -1.557 -1.597 -0.518 0.236
H 0.051 -2.298 -0.451 0.240
H -0.861 -2.048 1.025 0.242
H -1.958 1.080 1.275 0.239
H -0.670 0.964 2.458 0.235
H -0.662 2.259 1.280 0.242
H 2.563 -0.520 0.104 0.241
H 2.364 0.953 1.031 0.240
H 1.989 -0.593 1.760 0.236
```

Its spin multiplicity is 1. The total energy is -25358.6443 eV. The energy above the lowest of the compared OMol25 structures with the same formula, charge and spin is 0.00 kJ/mol. For the molar mass, the calculation gives 266.2 Da.



# 4
The following is a DFT calculation (wB97M-V/def2-TZVPD) of C38H104N9O10Pd as an isolated structure.

The geometry in XYZ format:
```
162
Properties=species:S:1:pos:R:3:lowdin_spin:R:1
Pd 2.497 -4.849 1.028 0.979
C -1.823 0.752 1.375 0.011
C -0.580 0.440 0.643 0.092
O 0.160 -0.583 1.231 0.837
H -1.564 1.272 2.297 0.000
H -2.540 -0.068 1.418 0.000
H -2.410 1.500 0.840 0.000
H -0.038 1.385 0.677 0.047
H -0.793 0.170 -0.392 0.013
C -2.344 -6.997 3.674 0.002
C -1.397 -6.663 2.530 0.001
C -2.075 -5.980 1.363 0.000
O -1.119 -5.792 0.307 -0.001
C -1.647 -5.599 -1.058 0.000
N -0.259 -6.031 3.150 0.020
H -1.868 -7.658 4.398 0.000
H -3.316 -7.329 3.309 0.000
H -2.681 -6.096 4.187 0.000
H -0.920 -7.552 2.116 0.000
H -2.569 -5.042 1.614 0.000
H -2.843 -6.678 1.030 0.000
H -2.290 -6.350 -1.517 0.000
H -0.899 -5.385 -1.821 0.000
H -2.202 -4.661 -1.074 0.000
H -0.683 -5.347 3.761 0.000
H 0.223 -6.745 3.676 0.000
C -1.481 1.185 -6.608 0.000
C -0.799 0.080 -7.367 0.000
C -1.748 -0.546 -8.469 0.000
O -2.343 0.401 -9.391 0.000
C -2.897 -0.163 -10.560 0.000
N 0.363 0.571 -8.111 0.000
H -0.889 1.616 -5.800 0.000
H -2.471 0.854 -6.294 0.000
H -1.736 1.971 -7.319 0.000
H -0.451 -0.728 -6.723 0.000
H -2.568 -0.965 -7.886 0.000
H -1.276 -1.277 -9.126 0.000
H -2.842 0.686 -11.241 0.000
H -3.906 -0.538 -10.387 0.000
H -2.271 -0.976 -10.929 0.000
H -0.004 1.158 -8.846 0.000
H 0.727 1.287 -7.498 0.000
C -7.688 -0.911 -2.945 0.000
C -8.397 -0.178 -4.028 0.000
C -7.605 0.924 -4.746 0.000
O -8.443 1.832 -5.513 0.000
C -7.742 2.904 -6.135 0.000
N -8.780 -1.235 -4.942 0.000
H -6.787 -1.486 -3.156 0.000
H -8.355 -1.659 -2.514 0.000
H -7.445 -0.208 -2.148 0.000
H -9.269 0.263 -3.545 0.000
H -7.054 0.420 -5.540 0.000
H -6.973 1.436 -4.020 0.000
H -7.364 3.560 -5.351 0.000
H -8.425 3.382 -6.836 0.000
H -6.889 2.560 -6.720 0.000
H -9.198 -2.036 -4.490 0.000
H -9.468 -0.908 -5.605 0.000
C 6.908 3.590 -7.915 0.000
C 7.342 2.583 -6.840 0.000
C 6.816 2.926 -5.384 0.000
O 5.367 3.290 -5.337 0.000
C 4.946 3.919 -4.151 0.000
N 6.733 1.317 -7.196 0.000
H 7.422 3.332 -8.841 0.000
H 7.052 4.627 -7.613 0.000
H 5.885 3.391 -8.237 0.000
H 8.431 2.623 -6.880 0.000
H 7.395 3.606 -4.759 0.000
H 6.948 2.093 -4.694 0.000
H 3.878 3.786 -3.980 0.000
H 5.171 4.965 -4.355 0.000
H 5.482 3.622 -3.250 0.000
H 5.741 1.392 -7.022 0.000
H 6.838 1.221 -8.196 0.000
C -11.063 7.415 -0.892 0.000
C -10.364 7.966 0.369 0.000
C -8.832 7.728 0.388 0.000
O -8.244 8.062 1.635 0.000
C -6.886 7.460 1.639 0.000
N -10.648 9.417 0.336 0.000
H -10.485 7.604 -1.796 0.000
H -12.082 7.789 -0.990 0.000
H -11.288 6.350 -0.841 0.000
H -10.823 7.579 1.278 0.000
H -8.281 8.331 -0.334 0.000
H -8.716 6.673 0.139 0.000
H -6.370 7.730 2.560 0.000
H -6.228 7.825 0.851 0.000
H -7.061 6.384 1.598 0.000
H -11.612 9.608 0.569 0.000
H -10.139 9.777 1.131 0.000
C 6.984 -4.717 -3.141 0.000
C 5.763 -4.646 -4.112 0.000
C 5.513 -6.006 -4.805 0.000
O 4.309 -6.034 -5.618 0.000
C 4.132 -4.954 -6.535 0.000
N 4.569 -4.233 -3.368 0.000
H 7.156 -3.758 -2.652 0.000
H 7.860 -4.970 -3.738 0.000
H 6.833 -5.528 -2.428 0.000
H 6.016 -3.940 -4.904 0.000
H 5.363 -6.795 -4.068 0.000
H 6.400 -6.358 -5.332 0.000
H 4.173 -3.921 -6.187 0.000
H 3.121 -5.144 -6.896 0.000
H 4.809 -5.139 -7.369 0.000
H 3.889 -4.379 -4.101 0.000
H 4.616 -3.229 -3.271 0.000
C 6.768 -2.986 5.552 0.000
C 6.114 -2.364 4.333 0.000
C 6.549 -0.935 3.969 0.000
O 7.692 -0.922 3.080 0.000
C 8.090 0.408 2.686 0.000
N 6.290 -3.275 3.195 0.000
H 6.311 -3.950 5.774 0.000
H 6.464 -2.415 6.429 0.000
H 7.839 -3.179 5.497 0.000
H 5.070 -2.400 4.645 0.000
H 6.698 -0.303 4.844 0.000
H 5.712 -0.432 3.485 0.000
H 7.208 0.950 2.345 0.000
H 8.780 0.334 1.846 0.000
H 8.392 1.059 3.507 0.000
H 6.607 -4.208 3.418 0.000
H 7.191 -2.860 3.003 0.000
C -1.899 -6.014 11.071 0.000
C -0.467 -5.744 10.810 0.000
C -0.130 -4.380 10.258 0.000
O -0.881 -4.168 9.071 0.000
C -0.578 -2.965 8.398 0.000
N 0.301 -6.002 12.114 0.000
H -2.072 -7.070 10.866 0.000
H -2.605 -5.711 10.297 0.000
H -2.190 -5.887 12.114 0.000
H -0.131 -6.403 10.009 0.000
H 0.946 -4.345 10.092 0.000
H -0.520 -3.666 10.983 0.000
H -0.785 -2.067 8.980 0.000
H -1.060 -2.938 7.420 0.000
H 0.494 -2.958 8.201 0.000
H 0.262 -5.229 12.764 0.000
H 1.300 -6.090 11.994 0.000
C 4.443 6.560 5.864 0.000
C 3.518 5.347 5.957 0.000
C 2.268 5.631 6.870 0.000
O 2.698 5.789 8.182 0.000
C 1.709 6.268 9.106 0.000
N 3.100 5.037 4.582 0.000
H 4.982 6.765 6.789 0.000
H 3.894 7.469 5.618 0.000
H 5.215 6.474 5.099 0.000
H 4.081 4.507 6.365 0.000
H 1.494 4.865 6.933 0.000
H 1.724 6.470 6.435 0.000
H 1.985 6.176 10.156 0.000
H 0.768 5.722 9.049 0.000
H 1.543 7.340 8.993 0.000
H 2.603 4.161 4.503 0.000
H 3.926 4.912 4.014 0.000
```

Its spin multiplicity is 3. The total energy is -78437.0601 eV. The energy above the lowest of the compared OMol25 structures with the same formula, charge and spin is 1009.36 kJ/mol. The net charge is +1. For the molar mass, the calculation gives 953.7 Da.